Arrangement w

{"formula": "C7H6", "method": "the ωB97M-V functional and the def2-TZVPD basis", "lumo_ha": 0.043, "homo_ev": -7.8, "multiplicity": 1, "smiles": "C1=C[C@]23[C@H]4[C@@H]2[C@]43C1", "orbital_gap_ev": 8.967, "symbols": ["C", "C", "C", "C", "C", "C", "C", "H", "H", "H", "H", "H", "H"], "coordinates": [[-0.50, 1.38, 0.00], [0.91, 1.02, -0.11], [-0.77, -0.96, -0.07], [-1.41, 0.39, 0.20], [1.67, 0.04, -0.93], [1.48, 0.11, 0.90], [0.70, -0.63, 0.00], [-0.71, 2.38, -0.21], [-1.26, -1.67, 0.57], [-1.04, -1.46, -1.07], [-2.38, 0.33, 0.51], [2.63, -0.04, -1.40], [2.22, -0.01, 1.68]]}

Arrangement x

{"formula": "C7H6", "method": "the ωB97M-V functional and the def2-TZVPD basis", "lumo_ha": 0.043, "homo_ev": -8.0, "multiplicity": 1, "smiles": "C1=C[C@]23[C@H]4[C@@H]2[C@]43C1", "orbital_gap_ev": 9.174, "symbols": ["C", "C", "C", "C", "C", "C", "C", "H", "H", "H", "H", "H", "H"], "coordinates": [[1.10, -0.45, -0.89], [0.24, -1.41, -0.17], [-0.33, 1.14, 0.24], [0.77, 0.86, -0.73], [-1.24, -1.37, 0.05], [-0.25, -1.52, 1.21], [-0.68, -0.20, 0.70], [1.83, -0.83, -1.57], [0.01, 1.91, 0.93], [-1.21, 1.44, -0.31], [1.37, 1.62, -1.09], [-2.21, -1.78, -0.01], [-0.18, -2.30, 1.93]]}

Stability summary: most stable arrangement x, least stable arrangement w.

Arrangement w

{"formula": "C7H6", "method": "the ωB97M-V functional and the def2-TZVPD basis", "lumo_ha": 0.018, "homo_ev": -8.6, "multiplicity": 1, "smiles": "C#C/C=C\\C#CC", "orbital_gap_ev": 9.062, "symbols": ["C", "C", "C", "C", "C", "C", "C", "H", "H", "H", "H", "H", "H"], "coordinates": [[-2.27, -1.33, 1.05], [-2.03, 0.76, -0.49], [0.36, 0.67, -0.35], [-2.22, -0.33, 0.38], [-0.83, 1.29, -0.64], [1.47, 0.25, -0.17], [2.66, -0.51, 0.10], [-2.55, -2.22, 1.67], [-2.89, 1.33, -0.72], [-0.75, 2.16, -1.34], [2.73, -1.63, -0.28], [2.79, -0.46, 1.20], [3.51, 0.02, -0.42]]}

Arrangement x

{"formula": "C7H6", "method": "the ωB97M-V functional and the def2-TZVPD basis", "lumo_ha": -0.005, "homo_ev": -8.6, "multiplicity": 1, "smiles": "C=C=C=CC#CC", "orbital_gap_ev": 8.444, "symbols": ["C", "C", "C", "C", "C", "C", "C", "H", "H", "H", "H", "H", "H"], "coordinates": [[2.38, 0.13, -0.28], [1.74, -1.01, -0.47], [1.89, 1.26, 0.23], [0.50, 1.30, -0.11], [0.48, -1.41, -0.30], [-0.52, 0.60, -0.07], [-1.94, 0.31, 0.09], [2.27, 1.72, 1.17], [0.10, -2.21, 0.32], [0.04, -1.38, -1.28], [-2.07, -0.77, 0.29], [-2.56, 0.70, -0.64], [-2.34, 0.77, 1.04]]}

Stability summary: most stable arrangement w, least stable arrangement x.

Arrangement w

{"formula": "C7H6", "method": "the ωB97M-V functional and the def2-TZVPD basis", "lumo_ha": 0.025, "homo_ev": -9.1, "multiplicity": 1, "smiles": "C#CCC#CC=C", "orbital_gap_ev": 9.736, "symbols": ["C", "C", "C", "C", "C", "C", "C", "H", "H", "H", "H", "H", "H"], "coordinates": [[-2.09, -0.10, -0.37], [-0.79, 0.44, -0.36], [-2.74, -0.75, 0.60], [1.73, 1.09, -0.41], [2.75, -1.09, 0.58], [0.26, 1.02, -0.50], [2.24, -0.13, 0.07], [-2.44, -0.09, -1.34], [-3.73, -1.00, 0.50], [-2.32, -0.77, 1.64], [1.91, 1.29, -1.55], [2.14, 2.01, 0.15], [3.07, -1.91, 0.99]]}

Arrangement x

{"formula": "C7H6", "method": "the ωB97M-V functional and the def2-TZVPD basis", "lumo_ha": 0.003, "homo_ev": -10.0, "multiplicity": 1, "smiles": "C[C@]12C=C[C@@H]3C1=C32", "orbital_gap_ev": 10.085, "symbols": ["C", "C", "C", "C", "C", "C", "C", "H", "H", "H", "H", "H", "H"], "coordinates": [[0.56, 0.59, -1.61], [1.56, -0.11, -0.84], [-0.73, 0.28, -1.16], [-0.32, 1.46, -0.44], [0.91, -0.48, 0.27], [-0.44, -0.15, 0.17], [-1.45, -0.40, 1.35], [0.90, 1.11, -2.57], [2.57, -0.18, -1.05], [1.19, -0.91, 1.22], [-1.76, -1.36, 1.33], [-2.18, 0.41, 1.08], [-0.80, -0.25, 2.24]]}

Stability summary: most stable arrangement w, least stable arrangement x.

Arrangement w

{"formula": "C4H12", "method": "the ωB97M-V functional and the def2-TZVPD basis", "lumo_ha": 0.042, "homo_ev": -11.0, "multiplicity": 1, "smiles": "CC.CC", "orbital_gap_ev": 12.108, "symbols": ["C", "C", "H", "H", "H", "H", "H", "H", "C", "C", "H", "H", "H", "H", "H", "H"], "coordinates": [[-2.18, -0.83, 0.75], [-0.80, -1.25, 1.25], [-3.01, -1.59, 1.16], [-2.38, 0.25, 1.00], [-2.33, -1.07, -0.30], [-0.50, -0.60, 2.09], [-0.64, -2.23, 1.63], [0.00, -0.90, 0.43], [1.45, 0.40, -1.45], [1.48, 1.63, -0.62], [0.75, 0.64, -2.23], [2.43, 0.12, -1.74], [1.12, -0.40, -0.78], [1.74, 2.66, -1.17], [2.32, 1.49, 0.05], [0.56, 1.68, -0.05]]}

Arrangement x

{"formula": "C4H12", "method": "the ωB97M-V functional and the def2-TZVPD basis", "lumo_ha": 0.043, "homo_ev": -11.7, "multiplicity": 1, "smiles": "CC.CC", "orbital_gap_ev": 12.860, "symbols": ["C", "C", "H", "H", "H", "H", "H", "H", "C", "C", "H", "H", "H", "H", "H", "H"], "coordinates": [[-0.81, 2.00, 0.69], [-1.48, 0.71, 1.16], [-1.53, 2.82, 0.75], [0.03, 2.23, 1.34], [-0.47, 2.02, -0.34], [-1.83, 0.81, 2.19], [-0.76, -0.12, 1.12], [-2.34, 0.44, 0.55], [1.22, -0.62, -1.11], [1.09, -2.10, -0.74], [1.24, -0.41, -2.18], [0.40, -0.03, -0.71], [2.15, -0.26, -0.66], [1.39, -2.32, 0.28], [1.65, -2.71, -1.45], [0.06, -2.45, -0.88]]}

Arrangement y

{"formula": "C4H12", "method": "the ωB97M-V functional and the def2-TZVPD basis", "lumo_ha": 0.043, "homo_ev": -11.5, "multiplicity": 1, "smiles": "CC.CC", "orbital_gap_ev": 12.641, "symbols": ["C", "C", "H", "H", "H", "H", "H", "H", "C", "C", "H", "H", "H", "H", "H", "H"], "coordinates": [[-1.98, 0.65, 0.45], [-1.41, 0.74, -0.97], [-2.88, 1.26, 0.66], [-2.18, -0.32, 0.89], [-1.21, 1.09, 1.15], [-0.98, -0.26, -1.24], [-0.69, 1.57, -1.08], [-2.27, 0.87, -1.65], [1.94, -0.94, -0.45], [1.44, -0.42, 0.90], [2.66, -1.77, -0.32], [1.17, -1.35, -1.11], [2.41, -0.13, -1.01], [2.20, 0.10, 1.50], [1.25, -1.25, 1.57], [0.52, 0.17, 0.73]]}

Arrangement z

{"formula": "C4H12", "method": "the ωB97M-V functional and the def2-TZVPD basis", "lumo_ha": 0.043, "homo_ev": -11.6, "multiplicity": 1, "smiles": "CC.CC", "orbital_gap_ev": 12.787, "symbols": ["C", "C", "H", "H", "H", "H", "H", "H", "C", "C", "H", "H", "H", "H", "H", "H"], "coordinates": [[-0.57, 0.50, 2.14], [-1.53, 0.83, 0.97], [0.40, 0.23, 1.74], [-0.44, 1.33, 2.84], [-1.00, -0.31, 2.73], [-2.35, 1.43, 1.36], [-1.90, -0.10, 0.55], [-0.97, 1.40, 0.24], [0.30, -0.75, -1.82], [1.75, -0.64, -1.31], [0.20, -0.08, -2.68], [0.01, -1.74, -2.14], [-0.37, -0.32, -1.08], [1.86, -0.74, -0.23], [2.17, 0.34, -1.54], [2.42, -1.38, -1.75]]}

Stability summary: most stable arrangement x, least stable arrangement w.

Arrangement w

{"formula": "C4H12", "method": "the ωB97M-V functional and the def2-TZVPD basis", "lumo_ha": 0.042, "homo_ev": -11.3, "multiplicity": 1, "smiles": "CC.CC", "orbital_gap_ev": 12.403, "symbols": ["C", "C", "H", "H", "H", "H", "H", "H", "C", "C", "H", "H", "H", "H", "H", "H"], "coordinates": [[-1.98, -0.39, -0.28], [-2.63, 1.00, -0.67], [-1.85, -0.42, 0.88], [-2.40, -1.32, -0.57], [-0.99, -0.42, -0.69], [-3.41, 0.66, -1.40], [-2.00, 1.61, -1.18], [-2.96, 1.53, 0.13], [1.79, -0.19, -0.15], [2.74, -0.39, 1.02], [2.00, -0.89, -0.96], [0.76, -0.24, 0.27], [1.97, 0.87, -0.45], [2.49, 0.25, 1.91], [3.77, -0.25, 0.72], [2.69, -1.43, 1.43]]}

Arrangement x

{"formula": "C4H12", "method": "the ωB97M-V functional and the def2-TZVPD basis", "lumo_ha": 0.040, "homo_ev": -11.2, "multiplicity": 1, "smiles": "CC.CC", "orbital_gap_ev": 12.247, "symbols": ["C", "C", "H", "H", "H", "H", "H", "H", "C", "C", "H", "H", "H", "H", "H", "H"], "coordinates": [[-2.65, 0.67, 1.41], [-1.70, -0.57, 1.25], [-2.60, 1.31, 0.44], [-3.75, 0.46, 1.39], [-2.49, 1.31, 2.22], [-1.22, -0.51, 0.34], [-2.30, -1.50, 1.08], [-0.89, -0.75, 1.89], [2.62, -0.72, -1.15], [1.75, 0.51, -1.27], [3.03, -0.72, -0.04], [2.11, -1.54, -1.63], [3.48, -0.64, -1.77], [1.49, 1.02, -0.31], [0.81, 0.34, -1.94], [2.29, 1.32, -1.92]]}

Arrangement y

{"formula": "C4H12", "method": "the ωB97M-V functional and the def2-TZVPD basis", "lumo_ha": 0.042, "homo_ev": -11.7, "multiplicity": 1, "smiles": "CC.CC", "orbital_gap_ev": 12.805, "symbols": ["C", "C", "H", "H", "H", "H", "H", "H", "C", "C", "H", "H", "H", "H", "H", "H"], "coordinates": [[-0.31, 0.65, -1.66], [0.30, 0.48, -3.05], [-0.78, 1.61, -1.61], [-0.99, -0.11, -1.54], [0.45, 0.58, -0.86], [0.62, -0.54, -3.07], [1.07, 1.12, -3.39], [-0.38, 0.65, -3.85], [0.22, 0.01, 1.88], [-0.24, -1.15, 2.81], [-0.50, 0.75, 2.01], [1.13, 0.44, 2.30], [0.42, -0.11, 0.87], [0.65, -1.75, 3.00], [-0.94, -1.84, 2.42], [-0.62, -0.81, 3.82]]}

Arrangement z

{"formula": "C4H12", "method": "the ωB97M-V functional and the def2-TZVPD basis", "lumo_ha": 0.042, "homo_ev": -11.6, "multiplicity": 1, "smiles": "CC.CC", "orbital_gap_ev": 12.731, "symbols": ["C", "C", "H", "H", "H", "H", "H", "H", "C", "C", "H", "H", "H", "H", "H", "H"], "coordinates": [[1.46, -1.43, 0.42], [2.39, -0.25, 0.57], [1.91, -2.42, 0.60], [0.60, -1.39, 1.09], [0.93, -1.59, -0.52], [2.87, -0.26, 1.55], [1.78, 0.65, 0.63], [3.12, -0.18, -0.23], [-2.36, 1.38, -0.76], [-1.37, 0.31, -0.34], [-2.96, 1.77, 0.08], [-1.88, 2.27, -1.16], [-3.09, 1.04, -1.49], [-0.88, -0.22, -1.15], [-1.84, -0.44, 0.31], [-0.68, 0.74, 0.39]]}

Stability summary: most stable arrangement z, least stable arrangement x.

Arrangement w

{"formula": "C2H4ClOP", "method": "the ωB97M-V functional and the def2-TZVPD basis", "lumo_ha": -0.020, "homo_ev": -9.2, "multiplicity": 1, "orbital_gap_ev": 8.686, "symbols": ["C", "C", "O", "P", "Cl", "H", "H", "H", "H"], "coordinates": [[0.05, -0.01, -0.07], [1.50, 0.10, 0.02], [-3.00, 0.33, 0.23], [-1.02, 1.22, 0.23], [-3.02, -1.15, -0.27], [-0.53, -0.95, -0.26], [1.97, -0.45, 0.88], [1.84, 1.07, 0.04], [2.21, -0.15, -0.80]]}

Arrangement x

{"formula": "C2H4ClOP", "method": "the ωB97M-V functional and the def2-TZVPD basis", "lumo_ha": [-0.077, 0.002], "homo_ev": [-8.0, -9.4], "multiplicity": 1, "orbital_gap_ev": [5.910, 9.456], "symbols": ["C", "C", "O", "P", "Cl", "H", "H", "H", "H"], "coordinates": [[-1.49, 0.77, 0.61], [1.71, -0.99, -0.30], [-1.24, -0.34, 0.97], [-1.47, 1.50, -1.03], [0.99, -1.21, 1.20], [-1.88, 1.42, 1.54], [1.19, -1.45, -1.23], [2.61, -0.41, -0.21], [-0.43, 0.71, -1.55]]}

Stability summary: most stable arrangement w, least stable arrangement x.